2 unconnected molecules or ions with the total composition ClH3N2OS at a distorted geometry, computed with ωB97M-V/def2-TZVPD.

CARTESIAN COORDINATES (ANGSTROEM)
S: 0.70205 -0.48257 0.01628
O: 0.00246 -1.77380 0.04608
N: 2.07271 -0.10762 -0.54454
H: -2.34303 0.74087 0.24981
H: 0.22251 1.63363 0.45134
Cl: -3.47927 0.06984 -0.11909
H: 2.93738 -0.77005 -0.67048
N: -0.11480 0.68971 0.57060

Force components x, y, z for each atom (eV/Å):
-0.3 0.5 -0.1
1.7 2.1 0.0
0.8 -1.8 0.5
-1.6 -1.2 -0.5
0.8 -0.1 -0.1
1.6 1.1 0.5
-2.8 1.1 0.3
-0.3 -1.6 -0.6

Results
LUMO level ... -0.01236 Ha
E_HOMO ... -10.950 eV
HOMO-LUMO gap ... 10.614 eV


2 unconnected molecules or ions with the total composition C4H12 at a distorted geometry, computed with ωB97M-V/def2-TZVPD.

CARTESIAN COORDINATES (ANGSTROEM)
H: 2.50455 1.36129 1.25831
H: -2.40983 -1.15112 0.09080
C: 2.08754 -0.60393 0.27624
H: -1.21463 -1.29532 -1.19441
C: -1.80179 0.76852 -0.68075
H: 2.50166 -1.46560 0.80293
H: 0.81489 0.94665 1.05565
H: 2.84484 -0.32821 -0.46847
H: -1.40329 1.08725 0.29258
H: -2.85316 -0.90139 -1.60254
H: 1.78884 0.11151 2.26757
C: 1.79405 0.53024 1.26200
H: -1.06743 1.18073 -1.38198
H: 1.19147 -0.89443 -0.26662
H: -2.70205 1.36673 -0.86125
C: -2.07566 -0.71291 -0.85004

Force components x, y, z for each atom (eV/Å):
0.1 -0.2 -0.1
-0.1 -0.1 0.0
0.7 0.2 -0.3
0.1 0.2 0.2
0.3 1.0 -0.2
-0.2 -0.1 -0.1
-0.2 0.1 0.1
-0.2 0.1 0.0
-0.3 -0.4 0.0
0.0 0.1 0.1
-0.2 0.2 0.2
0.0 -0.1 0.1
0.0 -0.3 -0.2
0.0 -0.1 0.1
-0.1 -0.1 0.2
0.0 -0.3 -0.2

Results
LUMO level (spin up / spin down) ... 0.16317 / 0.16295 Ha
Total charge ... -1
E_HOMO (spin up / spin down) ... 1.602 / -7.695 eV
HOMO-LUMO gap (spin up / spin down) ... 2.838 / 12.130 eV
Multiplicity ... 2
<S²> ... 0.750


A molecular structure, C6H18O7P4Pd, computed with ωB97M-V/def2-TZVPD.

CARTESIAN COORDINATES (ANGSTROEM)
C: 2.41270 1.35055 -0.26937
O: -1.75027 0.84912 -2.61712
P: -0.44900 -0.73428 1.78109
P: 1.78038 -0.32966 -0.46517
H: 2.22561 1.87017 -1.21120
H: -0.94579 1.42445 2.68137
H: -1.33365 3.81501 -3.04440
H: -4.77535 0.94073 -2.78303
H: 3.47454 1.35899 -0.01720
H: 1.83973 1.87204 0.49725
H: 1.51018 -1.25588 3.16704
H: -2.36985 0.39053 2.63225
P: -0.84336 2.02887 -2.00592
C: -1.30798 0.41552 2.87718
H: 2.48310 -2.12098 -1.92448
Pd: -0.53687 -0.33476 -0.53992
C: 1.32933 -0.69834 2.24535
P: -3.01743 -0.08941 -2.15499
O: -0.86723 1.79275 -0.48723
H: 3.26966 -1.07643 1.33905
O: -1.66396 3.37449 -2.25124
C: -1.05480 -2.39695 2.16774
H: 2.54610 -0.53264 -2.70134
C: 2.21179 -1.20523 1.09806
H: 1.56982 0.34754 2.45592
O: -2.64118 -0.51383 -0.73876
H: -0.51560 -3.13169 1.56905
H: -2.10770 -2.44850 1.88934
O: 0.45828 2.03198 -2.70553
C: 2.77047 -1.07953 -1.78482
H: -0.93995 -2.64372 3.22451
O: -3.24843 -1.07087 -3.21965
H: 3.84183 -1.02329 -1.58366
O: -4.23560 0.92895 -1.98344
H: -1.16808 0.16839 3.93110
H: 2.04853 -2.27407 0.93216

Force components x, y, z for each atom (eV/Å):
0.1 0.0 0.0
0.0 0.1 -0.4
0.1 0.1 -0.1
0.0 0.0 -0.1
0.0 0.0 0.0
0.0 0.0 0.0
0.0 0.0 0.1
0.1 0.0 0.0
0.0 0.0 0.0
0.0 0.0 0.0
0.0 0.0 0.0
0.0 0.0 0.0
0.0 0.1 0.2
0.0 0.0 0.1
0.0 0.0 0.0
-0.2 -0.2 0.4
0.0 0.1 0.1
0.1 -0.1 0.1
0.3 0.0 0.0
0.0 0.0 0.0
0.0 0.0 0.0
0.0 0.0 0.1
0.0 0.0 0.0
0.0 0.0 -0.1
0.0 0.0 0.0
-0.1 -0.2 -0.1
0.0 0.0 0.0
0.0 0.0 0.0
0.0 0.0 0.0
0.1 0.0 0.1
0.0 0.0 0.0
-0.1 0.0 0.0
0.0 0.0 0.0
-0.1 0.2 0.0
0.0 0.0 0.0
0.0 0.0 0.0

Results
LUMO level (spin up / spin down) ... 0.00824 / -0.06440 Ha
E_HOMO (spin up / spin down) ... -7.740 / -9.422 eV
HOMO-LUMO gap (spin up / spin down) ... 7.964 / 7.670 eV
Multiplicity ... 3
<S²> ... 2.006


A molecular structure, C54H54BCaIN3O3PSSi at a distorted geometry, computed with ωB97M-V/def2-TZVPD.

CARTESIAN COORDINATES (ANGSTROEM)
H: -6.12420 4.55950 -6.00260
H: -0.36560 6.97160 -0.19340
Si: -0.47590 -2.25390 2.61650
H: 7.84660 1.15370 2.14120
C: 2.15600 2.78070 6.18680
C: 1.05980 3.30140 5.47370
H: 2.23960 3.01590 7.23710
H: -4.61800 -0.52690 1.48690
H: -1.54350 -4.41450 -2.96390
H: -5.33480 2.46120 4.45740
C: -2.13850 -5.59260 0.13530
C: -4.68950 2.00400 3.72090
H: 0.75530 -0.71130 4.12860
H: -0.48970 -0.22400 -5.82150
O: -2.26300 1.22320 -2.23180
C: 7.10540 0.50350 1.70230
C: -1.05510 4.41440 4.06360
N: 4.18410 -2.05110 0.12890
H: 3.86700 1.39270 3.64960
C: -2.62230 -1.75820 -3.00350
H: -3.79760 6.40310 -5.46760
H: -3.84350 4.76210 -1.34160
C: -0.90720 4.23370 -3.49540
P: -0.92110 2.56640 1.95570
C: -2.95490 4.86970 -0.73500
S: 2.71780 -0.52120 -1.52820
C: -1.00570 6.10610 -0.09050
I: 2.20790 2.40580 1.32560
H: -4.07790 2.05990 -4.15500
C: -3.21510 2.68400 -3.98570
H: -3.09800 3.34140 4.13720
N: 2.22570 -2.92030 -0.66870
H: -2.43760 -6.42610 -1.82010
C: -2.61430 3.86530 0.15140
H: -2.58930 -1.33910 3.63770
Ca: -0.29090 -0.36260 -0.22410
H: -6.13460 0.52980 3.15140
C: -2.05770 -2.28480 3.70340
H: 0.44610 -4.59290 2.80530
C: -5.14470 0.92440 2.98460
C: -2.10000 -5.57620 -1.25020
H: -1.50990 5.46750 5.88440
C: 5.95470 -1.59850 1.64830
C: -0.46680 -1.22140 -3.93450
H: 6.47470 1.92440 0.23090
O: -0.56960 -2.28370 -1.82960
B: -1.06920 1.27810 -1.48860
H: 1.30490 -0.46020 2.49000
C: -1.85380 4.61050 -4.43680
H: 1.37640 -2.81020 -1.20380
O: -0.38940 2.44490 -1.85750
H: 0.24860 4.31990 7.17940
C: 1.98780 2.36680 3.44550
C: 6.91780 -0.77680 2.19830
H: -5.53610 4.79120 -4.35500
H: -1.74470 -4.53410 1.93630
H: -2.41940 0.43260 1.06370
C: -2.28400 2.30900 -3.04210
C: -3.41860 2.51760 3.52070
C: 6.33390 0.93460 0.63690
C: -1.69980 -4.50920 0.86070
C: -2.15530 5.99550 -0.85640
H: -4.30690 -1.16050 -4.16720
C: -2.99850 3.86230 -4.70110
H: 4.25660 -2.96510 0.56220
H: -4.54590 5.96100 -7.00060
H: 3.93970 1.61970 6.09260
H: 2.26290 -3.67750 -0.00540
C: 0.13410 4.14540 6.12030
C: -3.99280 4.26570 -5.78410
H: -3.23730 2.98280 0.23280
H: -0.02710 4.83000 -3.31390
H: 4.78220 0.47230 -0.75360
H: -2.42680 6.78140 -1.54810
H: 0.80070 -3.69730 4.26840
H: 5.80450 -2.59290 2.04680
C: -0.28040 3.46250 3.43690
H: -3.22040 -2.18460 -2.21000
H: 1.74140 -3.41480 2.81970
H: -1.82010 -2.45710 4.74910
C: -2.58860 1.98320 2.54170
H: -1.84990 4.90270 3.51730
H: 0.61180 -1.23880 -3.84800
C: -0.66270 5.10430 0.79990
H: -2.94290 -0.15480 -5.96070
C: -5.43010 4.18560 -5.25230
C: 0.90310 3.01020 4.08530
C: -3.83090 3.29620 -6.96350
C: -1.08690 -0.64650 -5.02790
C: -1.13240 3.06590 -2.80240
C: -1.18640 -3.34240 0.25820
C: 0.42140 -0.64160 3.09810
H: -2.80900 5.78380 -6.80090
C: 3.06910 -1.86560 -0.62040
C: 3.04760 1.87450 4.16180
C: -1.16170 -3.36380 -1.15590
C: -3.76470 5.69360 -6.29110
C: -0.84790 4.76380 5.40350
C: -3.05510 0.88270 1.82030
C: 5.15710 -1.15630 0.59150
C: 5.36940 0.11730 0.07460
H: -1.67230 5.52580 -4.97500
H: 7.51470 -1.13780 3.02300
C: -1.23520 -1.77970 -2.91720
H: -4.55410 3.52650 -7.74400
N: -0.70900 -2.26820 0.92980
H: -5.71600 3.16540 -5.01460
H: -3.98150 2.26840 -6.64270
H: -2.74710 -3.05800 3.38260
C: 3.10390 2.03200 5.55140
H: -2.50120 -6.46510 0.66110
C: 0.74110 -3.62350 3.18810
C: -1.60460 -4.45170 -1.88480
C: -4.30820 0.34370 2.04680
C: -2.46750 -0.62310 -5.11350
H: -2.82930 3.37710 -7.38090
C: -3.22940 -1.17910 -4.10090
H: 0.23990 5.19530 1.39050
H: -0.24290 0.21800 3.03660
C: -1.47040 3.97950 0.93680

Force components x, y, z for each atom (eV/Å):
-0.1 0.0 -0.1
0.0 0.1 0.0
0.4 0.1 1.3
0.1 0.1 0.0
0.2 -0.2 0.0
0.0 -0.1 -0.2
0.0 -0.1 0.1
-0.1 0.0 -0.1
0.0 0.0 -0.1
0.0 0.0 0.1
0.0 -0.1 0.0
-0.1 0.1 0.1
0.1 -0.1 0.2
0.1 0.1 0.0
-0.6 0.0 -0.2
0.0 0.1 0.0
0.3 -0.1 -0.4
-0.5 -0.7 0.0
0.1 0.0 -0.1
0.2 -0.2 0.3
0.0 0.1 0.1
0.0 0.0 -0.1
0.2 -0.4 0.3
-0.9 0.3 0.2
-0.1 0.1 -0.1
-0.7 0.7 -0.2
0.0 0.1 -0.1
0.4 -0.1 0.4
-0.1 -0.1 0.0
0.1 -0.2 0.3
0.0 0.0 0.0
0.2 0.0 0.1
0.0 -0.1 -0.1
0.0 0.0 0.1
0.0 0.2 -0.1
2.6 -2.2 2.1
-0.1 -0.1 0.0
0.6 -0.1 -0.5
0.0 -0.3 -0.1
0.1 -0.1 0.0
0.0 0.0 0.0
-0.1 0.1 0.0
-0.2 0.0 -0.1
0.2 -0.2 0.3
0.0 0.1 0.0
0.2 0.1 0.9
-1.4 2.1 -1.4
0.2 0.1 -0.1
-0.1 0.1 -0.1
0.1 0.0 0.0
0.6 0.5 0.0
0.0 0.1 0.1
0.3 -0.2 -0.4
0.0 0.0 0.0
0.0 0.1 0.1
0.0 -0.1 0.2
-0.1 0.1 0.0
0.4 0.7 -0.3
-0.1 0.0 0.0
0.1 0.0 0.1
0.0 0.1 0.0
0.0 0.1 0.0
-0.1 0.0 0.1
0.0 0.2 0.0
0.0 0.2 -0.1
-0.1 0.0 -0.1
0.1 0.0 0.1
0.0 0.0 0.1
-0.1 0.1 -0.2
-0.1 0.0 -0.1
0.0 0.0 -0.1
0.1 0.1 0.0
0.0 0.0 0.0
0.0 0.0 -0.1
0.0 0.0 0.3
0.0 -0.1 0.1
-0.2 0.1 -0.1
0.0 0.0 0.0
0.2 0.1 -0.1
0.1 -0.1 0.2
0.3 -0.2 -0.2
-0.1 -0.1 -0.1
0.0 0.0 0.0
0.0 -0.1 0.0
-0.1 0.0 -0.1
0.2 0.0 -0.1
-0.1 0.2 0.3
-0.1 0.2 0.1
0.0 0.0 0.0
-0.8 0.1 -0.7
0.0 -0.2 -0.6
-0.5 -0.6 -0.4
0.1 0.1 0.0
0.1 -0.7 0.1
-0.2 0.0 -0.5
-0.2 -0.9 0.2
0.0 -0.2 0.1
0.1 0.0 0.4
0.1 0.0 0.2
0.4 0.5 0.2
-0.1 0.0 -0.1
0.0 0.1 -0.1
0.0 0.0 0.0
-0.5 0.6 -1.3
-0.1 0.0 -0.1
-0.1 0.2 0.5
-0.1 -0.1 0.1
0.0 -0.1 0.0
-0.2 -0.2 0.0
-0.1 0.2 0.3
-0.1 0.0 0.0
-0.6 0.3 -0.3
0.2 0.1 -0.1
-0.1 0.0 -0.1
-0.1 0.1 -0.1
0.1 0.0 -0.1
0.1 0.0 -0.1
0.0 0.0 0.0
0.0 0.1 0.0
0.2 -0.1 -0.2

Results
LUMO level ... -0.00121 Ha
E_HOMO ... -7.098 eV
HOMO-LUMO gap ... 7.066 eV


| no. | DFT total energy (Ha) |
| --- | --- |
| 1 | -1044.828884 |
| 2 | -159.519571 |
| 3 | -2259.680768 |
| 4 | -4509.488372 |